1.
Density functional theory data (ωB97M-V/def2-TZVPD) for 2 unconnected molecules or ions with the total composition CH6IN4 at a distorted geometry.

Element x y z (Å)
I1 -3.836 -0.196 -0.047
N1 -0.443 -1.937 0.040
N2 1.919 1.719 -0.236
N3 0.674 -1.479 -0.306
N4 1.229 -0.499 0.077
C1 2.011 0.488 0.341
H1 1.413 1.869 -1.087
H2 -0.692 -2.664 -0.590
H3 2.693 2.316 -0.103
H4 -5.082 0.644 -0.696
H5 2.679 0.239 1.063
H6 -0.909 -1.545 0.832

Properties
charge	+1
LUMO	-3.946	eV
Kohn-Sham gap	9.08	eV

Listed below, in e, are the Löwdin charges computed for each atom:
1. I 0.33
2. N 0.16
3. N 0.17
4. N 0.00
5. N 0.11
6. C -0.09
7. H 0.12
8. H 0.14
9. H 0.11
10. H -0.30
11. H 0.12
12. H 0.11

=====

2.
Density functional theory data (ωB97M-V/def2-TZVPD) for 9 unconnected molecules or ions with the total composition C27H72O9 at a distorted geometry.

Element x y z (Å)
O1 2.513 -26.845 -28.805
O2 -0.078 -26.773 -36.491
O3 -0.173 -27.447 -33.622
O4 0.839 -28.604 -26.934
O5 4.629 -32.242 -30.640
O6 -4.749 -26.102 -33.832
O7 6.027 -26.038 -32.971
O8 3.788 -35.007 -32.477
O9 1.192 -22.169 -34.064
C1 0.616 -28.474 -31.662
C2 7.446 -26.901 -34.664
C3 2.789 -31.527 -29.353
C4 1.818 -33.800 -31.983
C5 -3.727 -26.989 -33.479
C6 -3.822 -27.126 -31.940
C7 3.761 -31.182 -30.464
C8 1.681 -28.299 -37.427
C9 -3.903 -28.283 -34.309
C10 1.691 -24.681 -29.751
C11 2.822 -25.718 -29.634
C12 5.011 -27.638 -34.452
C13 4.269 -25.238 -29.470
C14 -1.138 -27.638 -27.777
C15 -0.678 -28.113 -25.279
C16 2.426 -34.817 -32.896
C17 -0.498 -28.597 -26.738
C18 1.418 -25.768 -37.888
C19 0.851 -28.381 -33.287
C20 3.349 -22.988 -33.483
C21 4.650 -29.904 -30.262
C22 0.678 -27.089 -37.629
C23 2.055 -23.282 -34.278
C24 2.591 -34.306 -34.401
C25 1.434 -24.601 -33.941
C26 0.672 -29.664 -34.050
C27 6.016 -26.475 -34.245
H1 7.927 -27.501 -33.891
H2 -0.133 -27.188 -25.090
H3 -4.700 -28.890 -33.879
H4 4.040 -32.870 -31.063
H5 2.125 -25.638 -37.069
H6 -3.095 -27.797 -31.482
H7 0.612 -27.491 -31.189
H8 1.980 -25.738 -38.822
H9 0.836 -21.932 -34.924
H10 -4.157 -28.010 -35.333
H11 -0.547 -26.733 -27.914
H12 1.716 -24.088 -28.837
H13 -0.005 -27.187 -38.473
H14 7.480 -27.507 -35.569
H15 0.708 -29.655 -35.139
H16 3.128 -22.568 -32.502
H17 3.266 -31.998 -28.493
H18 1.570 -34.273 -34.781
H19 1.959 -35.783 -32.702
H20 2.136 -32.791 -32.249
H21 4.944 -27.935 -35.499
H22 -3.628 -26.192 -31.412
H23 1.256 -29.297 -37.540
H24 5.193 -29.971 -29.320
H25 5.501 -28.480 -33.964
H26 0.732 -33.777 -31.889
H27 2.146 -25.426 -33.925
H28 -2.132 -27.206 -27.667
H29 -0.367 -28.900 -31.460
H30 3.130 -34.948 -35.098
H31 5.819 -26.847 -32.496
H32 8.087 -26.024 -34.749
H33 1.233 -27.797 -26.592
H34 -1.753 -28.171 -25.111
H35 1.427 -30.390 -33.748
H36 2.840 -26.110 -30.651
H37 -4.843 -27.334 -31.621
H38 2.049 -33.883 -30.921
H39 1.422 -29.150 -31.377
H40 2.259 -28.318 -38.351
H41 0.761 -25.245 -29.834
H42 3.111 -33.353 -34.499
H43 5.825 -25.663 -34.946
H44 2.357 -30.648 -28.876
H45 1.610 -26.665 -28.536
H46 5.383 -29.709 -31.045
H47 3.822 -23.920 -33.173
H48 0.786 -24.993 -34.725
H49 1.751 -24.073 -30.653
H50 -5.567 -26.590 -33.710
H51 -0.917 -26.339 -36.660
H52 -0.308 -30.056 -33.777
H53 0.778 -24.489 -33.078
H54 -0.093 -28.777 -24.643
H55 2.228 -28.282 -36.484
H56 1.835 -27.916 -33.353
H57 4.016 -27.417 -34.067
H58 -2.873 -26.418 -33.843
H59 -1.168 -28.030 -28.794
H60 4.536 -24.679 -30.367
H61 3.965 -29.062 -30.161
H62 4.315 -35.203 -33.256
H63 1.962 -32.096 -29.778
H64 4.076 -22.365 -34.004
H65 -0.894 -29.567 -27.040
H66 3.204 -31.110 -31.398
H67 -0.191 -27.268 -34.565
H68 4.298 -24.602 -28.585
H69 4.910 -26.086 -29.231
H70 0.878 -24.822 -37.927
H71 2.541 -23.225 -35.252
H72 -2.963 -28.830 -34.369

Properties
charge	-1
multiplicity	2
LUMO (alpha / beta)	2.325 / 2.280	eV
Kohn-Sham gap (alpha / beta)	1.67 / 9.65	eV

Atomic partial charges in e from the Löwdin method, atoms 1 to 99:
1. O -0.05
2. O -0.19
3. O -0.09
4. O -0.05
5. O -0.05
6. O -0.10
7. O -0.02
8. O -0.08
9. O -0.07
10. C -0.01
11. C -0.07
12. C -0.04
13. C -0.08
14. C -0.50
15. C -0.06
16. C -0.52
17. C -0.09
18. C -0.08
19. C -0.04
20. C -0.49
21. C -0.04
22. C -0.04
23. C -0.05
24. C -0.05
25. C -0.43
26. C -0.51
27. C -0.14
28. C -0.43
29. C -0.07
30. C -0.03
31. C -0.49
32. C -0.50
33. C -0.06
34. C -0.06
35. C -0.06
36. C -0.55
37. H 0.07
38. H 0.08
39. H 0.07
40. H 0.04
41. H 0.06
42. H 0.06
43. H 0.05
44. H 0.06
45. H 0.08
46. H 0.06
47. H 0.06
48. H 0.08
49. H 0.10
50. H 0.07
51. H 0.05
52. H 0.07
53. H 0.09
54. H 0.07
55. H 0.13
56. H 0.06
57. H 0.07
58. H 0.07
59. H 0.04
60. H 0.08
61. H 0.07
62. H 0.09
63. H 0.07
64. H 0.07
65. H 0.06
66. H 0.06
67. H 0.09
68. H 0.07
69. H 0.08
70. H 0.08
71. H 0.06
72. H 0.11
73. H 0.07
74. H 0.07
75. H 0.05
76. H 0.06
77. H 0.07
78. H 0.07
79. H 0.13
80. H 0.07
81. H 0.03
82. H 0.06
83. H 0.05
84. H 0.05
85. H 0.07
86. H 0.07
87. H 0.05
88. H 0.07
89. H 0.09
90. H 0.07
91. H 0.06
92. H 0.10
93. H 0.06
94. H 0.12
95. H 0.07
96. H 0.08
97. H 0.06
98. H 0.07
99. H 0.06

=====

3.
Density functional theory data (ωB97M-V/def2-TZVPD) for a single C20H21N5O4S molecule at a distorted geometry.

Element x y z (Å)
S1 -4.951 -1.835 0.065
O1 -4.416 0.807 -0.104
O2 2.528 -0.081 2.316
O3 3.926 -1.515 -0.637
O4 -2.665 -2.231 -1.858
N1 -1.212 -2.127 -0.160
N2 -1.986 3.549 0.331
N3 -3.025 -0.318 1.170
N4 1.355 -1.115 0.703
N5 -2.605 0.960 1.120
C1 -2.421 -2.414 -0.678
C2 1.523 1.837 -1.191
C3 1.172 -1.699 -0.606
C4 5.840 -0.431 -0.287
C5 -0.262 -1.501 -1.069
C6 -0.804 2.386 -1.467
C7 -0.772 -2.209 1.219
C8 -3.517 -2.963 0.230
C9 1.488 2.369 0.088
C10 3.744 -0.695 0.427
C11 0.373 1.850 -1.960
C12 0.161 -1.043 1.524
C13 2.501 -0.606 1.212
C14 -3.294 3.045 -0.009
C15 -0.847 2.926 -0.182
C16 -3.430 1.609 0.370
C17 -4.087 -0.388 0.430
C18 4.906 -0.009 0.681
C19 0.318 2.904 0.586
C20 5.189 -1.349 -1.055
H1 5.050 0.702 1.467
H2 -1.683 2.382 -2.092
H3 2.439 1.421 -1.584
H4 -1.889 3.716 1.325
H5 6.853 -0.103 -0.396
H6 -4.050 3.642 0.511
H7 -0.255 -3.162 1.387
H8 -3.476 3.148 -1.083
H9 -3.258 -3.057 1.279
H10 0.385 1.439 -2.960
H11 -1.621 -2.132 1.894
H12 0.296 3.307 1.588
H13 -0.405 -1.941 -2.059
H14 0.476 -1.067 2.570
H15 1.417 -2.770 -0.585
H16 -0.476 -0.428 -1.142
H17 5.504 -1.932 -1.898
H18 -0.368 -0.099 1.355
H19 1.829 -1.214 -1.329
H20 2.372 2.353 0.707
H21 -3.867 -3.916 -0.165

Properties
charge	0
structure (SMILES)	O=C(CSc1nnc(CNc2ccccc2)o1)N1CCN(C(=O)c2ccco2)CC1
LUMO	0.627	eV
Kohn-Sham gap	8.82	eV

Listed below, in e, are the Löwdin charges computed for each atom:
1. S 1.02
2. O 0.11
3. O 0.06
4. O 0.02
5. O 0.03
6. N -0.04
7. N 0.02
8. N 0.06
9. N -0.02
10. N 0.12
11. C -0.55
12. C -0.11
13. C -0.12
14. C -0.05
15. C -0.10
16. C -0.04
17. C -0.13
18. C -0.32
19. C -0.08
20. C -0.18
21. C -0.10
22. C -0.11
23. C -0.42
24. C -0.12
25. C -0.29
26. C -0.31
27. C -0.66
28. C 0.01
29. C -0.02
30. C -0.10
31. H 0.12
32. H 0.11
33. H 0.10
34. H 0.13
35. H 0.10
36. H 0.14
37. H 0.13
38. H 0.13
39. H 0.07
40. H 0.11
41. H 0.10
42. H 0.11
43. H 0.13
44. H 0.13
45. H 0.14
46. H 0.12
47. H 0.12
48. H 0.11
49. H 0.12
50. H 0.10
51. H 0.09

=====

4.
Density functional theory data (ωB97M-V/def2-TZVPD) for a single C2H4N2O2 molecule at a distorted geometry.

Element x y z (Å)
O1 0.740 -2.209 1.393
O2 -0.406 -0.755 -0.139
N1 -0.425 1.910 -1.162
N2 0.721 1.235 -0.619
C1 0.633 -0.059 -0.324
C2 -0.278 -1.823 0.818
H1 0.084 2.877 -1.248
H2 -1.236 1.812 -0.343
H3 -1.216 -2.256 1.283
H4 1.383 -0.731 0.340

Properties
charge	0
structure (SMILES)	N/N=C\OC=O
LUMO	0.242	eV
Kohn-Sham gap	9.20	eV

Listed below, in e, are the Löwdin charges computed for each atom:
1. O 0.05
2. O 0.01
3. N -0.07
4. N -0.07
5. C -0.31
6. C -0.19
7. H 0.10
8. H 0.14
9. H 0.17
10. H 0.16

=====

The relative energy (zero: lowest compared OMol25 entry of this formula, charge and spin) results, record by record, are as follows: 29.8; 55.9; 9.9; 116.0 kcal per mole.
The energy results, record by record, are as follows: -15185.7109; -47589.3410; -47555.9235; -9210.1933 eV.